(1)
{"formula": "C20H15DyF10N5", "method": "ωB97M-V/def2-TZVPD", "species": ["Dy", "C", "N", "C", "C", "N", "C", "C", "F", "C", "F", "C", "F", "C", "F", "C", "F", "C", "C", "N", "C", "C", "F", "C", "F", "C", "F", "C", "F", "C", "F", "H", "H", "H", "H", "H", "H", "H", "H", "H", "H", "H", "N", "C", "C", "N", "C", "H", "H", "H", "H"], "coordinates": [[-0.33, -0.72, -0.39], [-1.27, -1.88, 2.66], [-0.43, -0.80, 2.11], [-0.95, 0.51, 2.56], [-0.37, 1.68, 1.78], [-0.42, 1.38, 0.35], [-0.38, 2.41, -0.58], [-0.14, 3.77, -0.38], [0.14, 4.24, 0.85], [-0.15, 4.69, -1.42], [0.09, 5.97, -1.16], [-0.39, 4.30, -2.73], [-0.39, 5.19, -3.71], [-0.61, 2.96, -2.98], [-0.84, 2.52, -4.21], [-0.60, 2.09, -1.92], [-0.82, 0.74, -2.19], [0.98, -1.00, 2.55], [1.66, -2.08, 1.72], [1.51, -1.76, 0.30], [2.59, -1.62, -0.56], [2.31, -1.37, -1.90], [0.96, -1.30, -2.24], [3.22, -1.20, -2.92], [2.81, -0.97, -4.16], [4.56, -1.27, -2.61], [5.49, -1.10, -3.55], [4.92, -1.50, -1.30], [6.20, -1.56, -0.97], [3.97, -1.67, -0.30], [4.44, -1.89, 0.94], [-1.23, -1.89, 3.75], [-2.31, -1.72, 2.35], [-0.94, -2.85, 2.29], [-2.03, 0.49, 2.40], [-0.77, 0.65, 3.63], [-0.99, 2.55, 2.03], [0.64, 1.92, 2.12], [1.51, -0.06, 2.41], [1.00, -1.26, 3.61], [2.69, -2.15, 2.05], [1.20, -3.05, 1.93], [-4.73, -1.92, -0.08], [-4.75, -0.55, -0.22], [-3.47, -0.19, -0.44], [-2.66, -1.32, -0.43], [-3.47, -2.34, -0.21], [-5.53, -2.51, 0.08], [-5.66, 0.03, -0.15], [-3.06, 0.80, -0.60], [-3.18, -3.38, -0.16]], "multiplicity": 6, "e_tot_ev": -79686.3284, "s2": 9.3331, "total_charge": 1, "e_homo_ev": [-10.71, -10.73]}

=====

(2)
{"formula": "H2N3O2S", "method": "ωB97M-V/def2-TZVPD", "species": ["N", "N", "N", "O", "O", "S", "H", "H"], "coordinates": [[-0.27, 0.22, 1.45], [1.26, 0.36, -0.52], [0.05, -0.47, -0.74], [1.24, 1.37, -1.19], [-0.96, -0.03, -1.22], [0.42, -2.02, -0.33], [-0.92, -0.49, 1.11], [-0.81, 1.06, 1.45]], "e_tot_ev": -19427.4910, "total_charge": -1, "e_homo_ev": [-3.41, -3.41], "relative_energy_kj_mol": 367.80}

=====

(3)
{"formula": "C39H21N8O3W", "method": "ωB97M-V/def2-TZVPD", "species": ["W", "C", "C", "C", "C", "C", "N", "C", "N", "C", "C", "C", "C", "C", "C", "C", "C", "N", "C", "N", "C", "N", "C", "N", "C", "N", "C", "C", "C", "C", "C", "C", "C", "C", "C", "C", "C", "C", "N", "C", "C", "H", "H", "H", "H", "H", "H", "H", "H", "H", "H", "H", "H", "H", "H", "H", "H", "O", "C", "C", "C", "C", "C", "C", "C", "O", "O", "H", "H", "H", "H", "H"], "coordinates": [[-0.01, 0.07, -0.18], [-1.88, -4.90, -4.18], [-0.51, -4.94, -4.50], [0.39, -4.03, -3.98], [-0.12, -3.07, -3.11], [0.51, -1.97, -2.42], [-0.44, -1.32, -1.65], [-1.66, -1.91, -1.90], [-2.83, -1.56, -1.41], [-3.01, -0.49, -0.68], [-4.29, -0.11, -0.12], [-5.54, -0.71, -0.20], [-6.58, -0.09, 0.47], [-6.38, 1.10, 1.18], [-5.13, 1.70, 1.26], [-4.09, 1.06, 0.60], [-2.69, 1.41, 0.46], [-2.17, 2.50, 0.96], [-0.91, 2.85, 0.77], [0.08, 2.09, 0.18], [1.20, 2.90, 0.05], [2.35, 2.58, -0.51], [2.56, 1.45, -1.14], [1.65, 0.42, -1.35], [2.30, -0.55, -2.10], [1.78, -1.66, -2.57], [3.66, -0.14, -2.35], [4.70, -0.75, -3.05], [5.89, -0.07, -3.12], [6.05, 1.20, -2.52], [5.02, 1.81, -1.84], [3.82, 1.12, -1.76], [0.93, 4.18, 0.65], [1.72, 5.32, 0.80], [1.15, 6.40, 1.43], [-0.18, 6.37, 1.89], [-0.97, 5.25, 1.73], [-0.39, 4.15, 1.11], [-2.05, 0.44, -0.30], [-1.48, -3.02, -2.79], [-2.38, -3.94, -3.33], [-2.54, -5.63, -4.61], [-0.15, -5.71, -5.18], [1.44, -4.06, -4.23], [-5.69, -1.63, -0.76], [-7.57, -0.52, 0.43], [-7.22, 1.56, 1.69], [-4.97, 2.62, 1.81], [4.56, -1.72, -3.51], [6.73, -0.51, -3.65], [7.01, 1.69, -2.61], [5.14, 2.78, -1.38], [2.74, 5.34, 0.44], [1.73, 7.31, 1.57], [-0.59, 7.25, 2.37], [-2.00, 5.22, 2.07], [-3.43, -3.90, -3.08], [-0.94, -0.86, 4.43], [0.15, -1.63, 4.35], [0.53, -2.31, 5.51], [1.64, -3.13, 5.49], [2.41, -3.30, 4.33], [2.05, -2.63, 3.19], [0.92, -1.79, 3.18], [0.57, -1.12, 1.97], [1.23, -1.22, 0.86], [-0.45, -0.33, 1.85], [-1.11, -0.43, 3.58], [-0.06, -2.18, 6.40], [1.92, -3.65, 6.39], [3.28, -3.94, 4.34], [2.62, -2.74, 2.27]], "e_tot_ev": -60672.1114, "total_charge": 1, "e_homo_ev": [-9.13, -9.13], "relative_energy_kj_mol": 0.00}